1.
# C5H7NO2

A molecular structure, C5H7NO2 at a distorted geometry (ωB97M-V/def2-TZVPD, OMol25).

Each line ends with the Mulliken charge.
Atoms and positions in Å:
C: -1.68 0.51 1.27  -1.32
C: -0.65 0.34 0.29  0.39
C: -0.16 -0.24 -0.76  0.48
C: 0.01 -1.14 -1.77  -1.35
C: 0.64 0.81 -0.02  -0.39
H: -2.66 0.12 1.35  0.39
H: -1.70 1.64 1.82  0.29
H: -1.27 0.26 2.09  0.47
H: -0.86 -2.20 -2.02  0.24
H: 0.15 -0.59 -2.83  0.24
H: 0.68 -1.79 -1.64  0.46
H: 0.95 1.90 -0.38  0.35
N: 1.92 0.24 0.64  0.84
O: 2.93 0.97 0.75  -0.56
O: 1.71 -0.84 1.23  -0.53

As for the spin multiplicity: 1. For the maximum force, the calculation gives 10.5 eV Å⁻¹. The HOMO energy comes out at -9.66 eV. The value obtained for the HOMO-LUMO gap is 9.919 eV.

***

2.
# C5H7NO2

A single C5H7NO2 molecule (ωB97M-V/def2-TZVPD, OMol25).

Each line ends with the Mulliken charge.
Atoms and positions in Å:
H: -1.40 0.79 -1.96  0.28
N: -1.81 0.19 -1.26  -0.64
C: -1.07 -0.10 -0.28  0.79
C: -1.58 -0.98 0.80  -1.19
C: 0.33 0.42 -0.13  0.17
C: 0.58 1.73 -0.21  -0.94
C: 1.43 -0.55 0.10  0.57
O: 1.31 -1.66 0.56  -0.57
O: 2.62 -0.07 -0.28  -0.46
H: -0.94 -1.86 0.88  0.31
H: -1.53 -0.46 1.76  0.32
H: -2.60 -1.27 0.58  0.35
H: -0.21 2.44 -0.36  0.33
H: 1.58 2.12 -0.09  0.34
H: 3.31 -0.73 -0.12  0.35

As for the spin multiplicity: 1. For the maximum force, the calculation gives 0.8 eV Å⁻¹. The HOMO energy comes out at -9.90 eV. The value obtained for the HOMO-LUMO gap is 10.127 eV. The SMILES is [H]/N=C(/C)C(=C)C(=O)O.

***

3.
# C5H7NO2

A molecular structure, C5H7NO2 at a distorted geometry (ωB97M-V/def2-TZVPD, OMol25).

Each line ends with the Mulliken charge.
Atoms and positions in Å:
C: -0.81 0.84 2.04  0.66
C: 0.11 0.20 -0.72  0.70
N: -0.08 1.87 2.08  -0.48
C: -0.66 -1.03 -0.95  -0.07
C: 1.37 0.42 -1.13  -1.00
C: -0.16 -2.24 -1.17  -0.76
O: -0.58 1.14 -0.01  -0.68
O: -1.41 -0.12 2.32  -0.35
H: 0.11 2.38 2.93  0.21
H: 0.00 1.91 0.71  0.43
H: -1.74 -0.90 -0.86  0.32
H: 1.90 -0.32 -1.71  0.27
H: 1.85 1.37 -0.95  0.25
H: 0.91 -2.42 -1.22  0.24
H: -0.80 -3.09 -1.35  0.25

As for the spin multiplicity: 1. For the maximum force, the calculation gives 2.4 eV Å⁻¹. The HOMO energy comes out at -8.37 eV. The value obtained for the HOMO-LUMO gap is 8.959 eV.

***

4.
# C5H7NO2

A single C5H7NO2 molecule at a distorted geometry (ωB97M-V/def2-TZVPD, OMol25).

Each line ends with the Mulliken charge.
Atoms and positions in Å:
C: 1.84 0.24 0.75  -1.26
C: 0.66 0.81 0.01  0.68
O: 0.52 2.02 -0.13  -0.65
C: -0.47 -0.06 -0.27  0.58
C: -0.46 -1.56 -0.28  -1.24
N: -1.50 0.57 -1.14  -0.39
C: -1.83 0.93 0.07  0.41
O: -2.51 1.39 0.89  -0.45
H: 2.68 0.93 0.66  0.34
H: 1.59 0.12 1.81  0.29
H: 2.15 -0.73 0.35  0.37
H: 0.06 -1.95 0.60  0.36
H: 0.04 -1.96 -1.17  0.27
H: -1.47 -1.96 -0.26  0.38
H: -1.29 1.21 -1.90  0.32

As for the spin multiplicity: 1. For the maximum force, the calculation gives 2.3 eV Å⁻¹. The HOMO energy comes out at -9.03 eV. The value obtained for the HOMO-LUMO gap is 9.567 eV. The SMILES is CC(=O)[C@]1(C)NC1=O.

***

5.
# C5H7NO2

A single C5H7NO2 molecule at a distorted geometry (ωB97M-V/def2-TZVPD, OMol25).

Each line ends with the Mulliken charge.
Atoms and positions in Å:
C: -0.72 1.54 -1.96  -0.73
C: -0.09 1.00 -0.94  -0.31
C: 0.38 -0.27 -0.59  0.81
O: 1.06 -1.19 -1.29  -0.50
N: 0.24 -0.37 0.72  0.12
C: 0.34 -1.54 1.57  -0.87
C: -0.31 1.00 1.11  -0.09
O: -1.45 1.13 1.50  -0.59
H: -0.95 1.00 -2.88  0.20
H: -1.13 2.54 -1.90  0.26
H: 1.01 -0.96 -2.23  0.36
H: -0.64 -1.72 2.01  0.32
H: 0.68 -2.40 1.00  0.32
H: 1.05 -1.35 2.38  0.28
H: 0.54 1.58 1.50  0.41

As for the spin multiplicity: 1. For the maximum force, the calculation gives 1.1 eV Å⁻¹. The HOMO energy comes out at -7.99 eV. The value obtained for the HOMO-LUMO gap is 8.364 eV. The SMILES is C=C=C(O)N(C)C=O.

***

6.
# C5H7NO2

2 unconnected molecules or ions with the total composition C5H7NO2 at a distorted geometry (ωB97M-V/def2-TZVPD, OMol25).

Each line ends with the Mulliken charge.
Atoms and positions in Å:
C: 2.93 0.52 0.59  -0.25
C: 1.81 0.93 0.47  -0.13
N: 0.70 1.71 0.52  0.88
O: 0.47 2.34 -0.47  -0.51
O: 0.05 1.64 1.50  -0.48
H: 3.71 -0.10 0.58  0.48
C: 0.09 -1.15 -0.87  -0.98
C: -0.74 -0.99 0.12  0.15
C: -2.08 -0.46 -0.24  -0.93
H: -0.38 -0.83 -1.81  0.15
H: 1.10 -1.37 -0.82  0.52
H: -0.44 -1.33 1.20  0.24
H: -2.83 -0.86 0.45  0.30
H: -2.47 -0.73 -1.21  0.38
H: -1.93 0.66 0.00  0.17

As for the spin multiplicity: 1. For the maximum force, the calculation gives 3.6 eV Å⁻¹. The HOMO energy comes out at -9.73 eV. The value obtained for the HOMO-LUMO gap is 8.950 eV. The SMILES is C#C[N+](=O)[O-].C=CC.